98
Properties=species:S:1:pos:R:3:forces:R:3:lowdin_charge:R:1 method="wB97M-V/def2-TZVPD" homo_energy_ev="-9.558 / -9.529" charge=+1 max_force_ha_per_bohr=0.0662 spin_multiplicity=5 orbital_gap_ev="6.737 / 6.334"
Fe 0.1887 1.5605 0.7949 -0.539 -2.040 2.670 0.146
C -2.0263 -0.6977 1.3490 -0.005 -0.035 0.036 -0.108
N -1.9996 0.7621 1.2037 0.235 0.237 -0.287 -0.315
C -3.0077 1.1624 0.2207 -0.086 -0.027 -0.045 -0.100
C -2.2663 1.4178 2.4911 0.047 0.071 0.218 -0.201
C -1.2169 1.0364 3.5231 0.056 -0.068 0.076 -0.225
N 0.0856 1.1473 2.9061 -0.083 0.376 -1.433 -0.061
C 1.2015 0.6788 3.4823 0.374 -0.149 0.414 -0.237
C 2.4189 0.8487 2.7912 -0.204 -0.019 0.065 -0.248
F 2.3311 1.5042 1.5899 0.248 0.121 -0.157 -0.077
C 3.6395 0.4158 3.2371 -0.037 -0.046 0.037 -0.242
F 4.7288 0.6387 2.4918 -0.039 0.017 -0.022 0.101
C 3.7475 -0.2474 4.4464 0.048 -0.044 0.057 0.060
C 2.5799 -0.4385 5.1627 0.116 0.049 -0.105 -0.232
F 2.6356 -1.0848 6.3331 -0.061 -0.027 0.044 0.100
C 1.3503 0.0009 4.7149 -0.114 0.140 -0.194 -0.155
F 0.2639 -0.2527 5.4778 0.032 0.047 0.092 0.071
H -2.9865 -1.0317 1.7627 -0.016 0.040 -0.005 0.108
H -1.8807 -1.1580 0.3724 0.002 0.003 0.003 0.071
H -1.2187 -1.0221 2.0012 -0.020 -0.016 -0.023 0.056
H -4.0178 0.8824 0.5447 0.025 -0.034 0.042 0.102
H -2.9836 2.2397 0.0688 -0.018 -0.101 0.056 0.052
H -2.8011 0.6726 -0.7308 0.004 0.045 -0.008 0.076
H -2.2466 2.4980 2.3217 -0.033 -0.014 -0.027 0.103
H -3.2632 1.1515 2.8663 -0.021 0.007 -0.057 0.132
H -1.3169 1.7077 4.3836 -0.059 -0.043 0.021 0.129
H -1.4221 0.0267 3.8895 -0.016 0.014 0.026 0.108
H 4.7002 -0.5881 4.8233 -0.007 -0.002 -0.010 0.138
Br 0.2814 4.0389 1.2372 -0.362 1.262 -0.234 0.773
C 1.2922 5.1229 2.5216 0.478 -0.364 0.319 -0.924
Br 2.7562 4.1880 3.3367 -0.233 0.194 -0.085 0.726
H 0.5897 5.4200 3.2886 -0.086 -0.078 -0.048 0.012
H 1.6760 5.9672 1.9654 -0.045 -0.050 -0.112 0.009
C -2.5021 -4.6908 -2.0829 0.023 -0.002 0.147 -0.101
C -2.0797 -4.7988 -0.6191 0.028 -0.104 -0.129 -0.259
C -0.6867 -5.3969 -0.4352 -0.038 0.176 0.010 -0.193
C 0.4295 -4.5788 -1.0971 -0.188 -0.212 0.178 -0.175
N 0.3772 -3.1512 -0.8063 0.158 -0.095 -0.087 0.016
C 0.9044 -2.5488 0.2713 -0.469 -0.026 0.112 -0.746
S 1.1362 -0.8705 0.2750 0.446 0.325 -0.441 0.724
N 1.2366 -3.2926 1.3197 0.169 -0.062 -0.037 0.040
C 1.8695 -2.7845 2.5349 0.166 -0.024 0.227 -0.190
C 1.6073 -3.6993 3.7256 -0.228 0.053 -0.066 -0.177
C 0.2153 -3.5650 4.3515 0.012 -0.097 -0.156 -0.233
C -0.9398 -4.0540 3.4763 0.090 0.081 0.124 -0.101
H -3.5510 -4.4065 -2.1608 0.011 0.028 -0.043 0.074
H -2.3774 -5.6489 -2.5912 -0.006 0.022 -0.042 0.081
H -1.9146 -3.9418 -2.6192 -0.013 -0.023 -0.044 0.061
H -2.7911 -5.4318 -0.0856 -0.014 0.047 0.031 0.112
H -2.1152 -3.8121 -0.1496 -0.034 -0.016 0.051 0.088
H -0.6560 -6.3995 -0.8690 0.024 -0.024 0.046 0.120
H -0.4946 -5.5099 0.6358 0.024 -0.027 -0.009 0.089
H 0.3627 -4.6802 -2.1791 0.036 0.027 0.004 0.122
H 1.4048 -4.9755 -0.7988 0.032 0.037 -0.088 0.125
H 0.1617 -2.5270 -1.5621 0.058 0.098 -0.039 0.112
H 1.1580 -4.2961 1.2458 -0.062 0.020 -0.017 0.124
H 1.4881 -1.7825 2.7305 -0.019 -0.081 -0.051 0.073
H 2.9462 -2.6875 2.3683 -0.035 0.011 -0.058 0.131
H 2.3484 -3.4621 4.4904 0.064 -0.020 -0.043 0.111
H 1.7830 -4.7404 3.4271 0.056 -0.019 0.076 0.117
H 0.0480 -2.5195 4.6269 0.028 -0.061 0.042 0.092
H 0.2134 -4.1428 5.2778 -0.025 0.074 0.049 0.113
H -1.0416 -3.4611 2.5661 -0.020 -0.023 -0.034 0.045
H -1.8802 -3.9838 4.0238 -0.020 -0.035 -0.033 0.077
H -0.7964 -5.1009 3.1957 -0.028 0.003 -0.043 0.072
C -1.3659 6.4721 -3.4232 -0.053 -0.256 0.006 -0.175
Si -1.6020 4.7261 -2.7663 -0.017 -0.083 0.071 0.437
C -2.5058 3.6131 -3.9892 0.130 0.192 0.112 -0.184
C -2.5701 4.7830 -1.1466 0.191 0.041 -0.199 -0.180
C 0.1358 3.9875 -2.4796 -0.344 0.135 0.110 -0.542
Te 0.1849 1.9735 -1.7307 0.066 0.656 -1.636 1.272
C 0.0537 1.0616 -3.6863 0.339 -0.286 0.096 -0.499
Si 1.7578 0.6302 -4.4477 0.162 -0.143 0.071 0.433
C 1.4546 0.0721 -6.2195 -0.031 0.178 0.215 -0.177
C 2.5233 -0.7859 -3.4706 -0.116 0.250 -0.129 -0.178
C 2.8406 2.1678 -4.3759 -0.215 -0.192 -0.023 -0.186
H -2.3337 6.9536 -3.5791 -0.003 -0.002 0.000 0.037
H -0.8333 6.4848 -4.3759 0.000 -0.021 -0.001 0.034
H -0.8026 7.0853 -2.7170 -0.001 -0.024 0.022 0.034
H -3.5159 3.9838 -4.1730 -0.001 0.004 0.013 0.038
H -2.5911 2.5932 -3.6057 -0.033 0.016 0.024 0.020
H -1.9939 3.5717 -4.9535 0.001 0.010 -0.003 0.035
H -3.6425 4.8027 -1.3522 0.002 0.003 0.006 0.043
H -2.3284 5.6702 -0.5591 0.032 0.016 -0.017 0.033
H -2.3664 3.9105 -0.5255 0.024 0.050 -0.039 -0.035
H 0.7071 4.5933 -1.7748 0.040 -0.040 -0.008 -0.010
H 0.6919 3.9664 -3.4182 0.098 -0.084 0.046 0.004
H -0.4674 1.8039 -4.2909 -0.069 0.059 0.156 -0.008
H -0.5931 0.1876 -3.6058 -0.015 0.015 0.062 0.014
H 0.7925 -0.7951 -6.2597 0.004 -0.003 0.028 0.033
H 2.3993 -0.2117 -6.6877 0.012 0.002 0.012 0.037
H 1.0089 0.8618 -6.8276 0.006 0.004 0.001 0.033
H 2.0245 -1.7320 -3.6992 -0.028 0.031 0.038 0.028
H 2.4714 -0.6102 -2.3945 -0.014 -0.028 0.045 -0.013
H 3.5762 -0.9046 -3.7353 -0.006 0.014 -0.028 0.039
H 2.4242 2.9810 -4.9749 0.001 -0.005 -0.013 0.033
H 3.8388 1.9546 -4.7618 -0.004 -0.024 -0.003 0.038
H 2.9495 2.5207 -3.3482 0.035 -0.003 0.004 0.018